{"formula": "BH4InNO3", "method": "ωB97M-V with the def2-TZVPD basis set", "species": ["In", "N", "O", "O", "O", "B", "H", "H", "H", "H"], "positions_angstrom": [[-2.04683, -1.02678, -0.20928], [2.39421, -2.95232, 2.36318], [2.56366, -2.98223, 3.54445], [3.38241, -3.10418, 1.56973], [1.29755, -2.74754, 1.88464], [-1.56984, 2.56705, -1.89229], [-0.97399, 2.48862, -0.99616], [-1.46139, 3.60572, -2.16366], [-1.05284, 1.90766, -2.57211], [-2.53292, 2.24398, -1.52848]], "nbo_charge": [0.996, 0.697, -0.159, -0.164, -0.244, -0.518, 0.276, 0.082, 0.014, 0.019], "gap_ev": 1.849, "charge": 1, "lumo_ev": -11.1}



{"formula": "C47H39LuN10", "method": "ωB97M-V with the def2-TZVPD basis set", "species": ["Lu", "C", "C", "C", "C", "C", "N", "C", "N", "C", "C", "C", "C", "C", "C", "C", "C", "N", "C", "N", "C", "N", "C", "N", "C", "N", "C", "C", "C", "C", "C", "C", "C", "C", "C", "C", "C", "C", "N", "C", "C", "H", "H", "H", "H", "H", "H", "H", "H", "H", "H", "H", "H", "H", "H", "H", "H", "C", "C", "C", "C", "C", "C", "C", "C", "C", "C", "H", "H", "H", "H", "H", "H", "H", "H", "H", "H", "H", "H", "H", "H", "H", "C", "C", "C", "C", "N", "N", "C", "H", "H", "H", "H", "H", "H", "H", "H"], "positions_angstrom": [[0.30190, -0.49435, 0.46853], [-3.36820, -5.42250, 3.32826], [-4.39129, -4.51134, 3.27534], [-4.24153, -3.25617, 2.66454], [-3.04236, -3.04322, 2.00244], [-2.63667, -1.87900, 1.23361], [-1.27097, -2.12699, 0.87233], [-0.90577, -3.32938, 1.26164], [0.26740, -4.03040, 1.12758], [1.08317, -3.64335, 0.19648], [2.02413, -4.63029, -0.37153], [2.39693, -5.97561, -0.03471], [3.24107, -6.64790, -0.91823], [3.79626, -5.96989, -2.03470], [3.44873, -4.65412, -2.31227], [2.57604, -3.98489, -1.45875], [1.95996, -2.59503, -1.53536], [2.32193, -1.73866, -2.39650], [1.89365, -0.40556, -2.47290], [1.29249, 0.26536, -1.47768], [1.04500, 1.56388, -1.94413], [-0.84454, 2.91921, -0.95912], [-1.87393, 2.04803, -0.38673], [-1.64682, 0.77762, 0.04781], [-2.93863, 0.35124, 0.45141], [-3.32729, -0.81343, 1.04008], [-3.87481, 1.36218, 0.21211], [-5.26383, 1.32020, 0.33733], [-5.94215, 2.42779, -0.11526], [-5.29991, 3.58650, -0.59872], [-3.90451, 3.63980, -0.70285], [-3.17869, 2.46577, -0.31282], [1.54929, 1.70150, -3.26781], [1.55739, 2.75047, -4.24056], [2.16127, 2.55481, -5.46114], [2.66423, 1.27692, -5.78489], [2.57209, 0.23936, -4.90572], [2.05559, 0.42268, -3.61448], [1.09297, -2.45403, -0.45295], [-1.94525, -3.96394, 2.03241], [-2.13290, -5.12936, 2.73387], [-3.52031, -6.39497, 3.76607], [-5.37764, -4.80876, 3.73907], [-5.03008, -2.51520, 2.65143], [2.02472, -6.43118, 0.91719], [3.65751, -7.68530, -0.77395], [4.40248, -6.49482, -2.75844], [4.00310, -4.20595, -3.12628], [-5.72165, 0.46499, 0.76933], [-7.03803, 2.50663, 0.02647], [-5.86460, 4.45781, -0.85526], [-3.40970, 4.55798, -1.05569], [1.15372, 3.70868, -3.92984], [2.29702, 3.32948, -6.20894], [2.98087, 1.04715, -6.82315], [3.00564, -0.72977, -5.12219], [-1.35683, -5.87777, 2.63370], [1.82387, -0.68084, 2.56022], [2.04380, 0.70100, 2.09682], [0.88446, 1.40635, 2.41876], [-0.10047, 0.51533, 2.98530], [0.53739, -0.72794, 3.17567], [-0.02206, -1.94901, 3.86470], [-1.41875, 0.90986, 3.43092], [0.65691, 2.85631, 2.10454], [3.38393, 1.14109, 1.60847], [2.85847, -1.79808, 2.59169], [0.09473, -1.89484, 4.99392], [0.34880, -2.90205, 3.54314], [-1.08889, -2.05685, 3.68572], [-1.33525, 1.38212, 4.39915], [-2.17974, 0.14153, 3.37844], [-1.81123, 1.73640, 2.83498], [-0.25803, 2.93095, 1.48740], [1.49951, 3.32057, 1.59109], [0.54585, 3.35545, 3.06039], [4.13104, 0.41780, 1.85705], [3.67052, 2.06744, 2.09905], [3.43732, 1.26998, 0.47279], [3.54127, -1.63815, 3.47221], [3.43819, -1.73301, 1.72096], [2.38803, -2.78529, 2.64314], [-0.99643, 5.86597, -3.10233], [-0.60586, 4.84262, -2.03538], [0.51928, 4.94657, -1.20374], [1.21122, 3.74459, -1.05841], [0.51610, 2.58929, -1.10167], [-1.25528, 3.65753, -2.01627], [2.70744, 3.72758, -0.83459], [-0.93927, 6.86113, -2.65850], [-1.89991, 5.54330, -3.60246], [-0.18898, 5.94408, -3.84618], [1.06238, 5.86273, -0.97995], [-1.82356, 3.31625, -2.73176], [2.82305, 4.28833, 0.08028], [3.21747, 4.23064, -1.64944], [3.10502, 2.69043, -0.71159]], "lowdin_charge": [1.734, -0.088, -0.089, -0.003, -0.113, -0.272, 0.038, -0.312, 0.188, -0.329, -0.091, -0.003, -0.084, -0.082, -0.021, -0.091, -0.290, 0.186, -0.281, 0.011, -0.232, -0.037, -0.218, 0.052, -0.296, 0.201, -0.149, -0.011, -0.097, -0.095, -0.023, -0.139, -0.116, -0.035, -0.095, -0.110, -0.035, -0.123, 0.020, -0.122, -0.012, 0.099, 0.122, 0.111, 0.121, 0.116, 0.097, 0.110, 0.101, 0.107, 0.086, 0.096, 0.084, 0.098, 0.109, 0.111, 0.112, -0.307, -0.307, -0.280, -0.311, -0.278, -0.029, -0.048, -0.026, -0.044, -0.049, 0.110, 0.051, 0.060, 0.087, 0.076, 0.075, 0.067, 0.054, 0.086, 0.059, 0.081, 0.073, 0.100, 0.042, 0.063, 0.009, -0.220, 0.034, -0.242, 0.051, 0.126, 0.015, 0.093, 0.082, 0.088, 0.129, 0.160, 0.084, 0.095, 0.079], "gap_ev": [5.444, 5.442], "lumo_ev": [-0.9, -0.9]}



Repeat the first record exactly.
{"formula": "BH4InNO3", "method": "ωB97M-V with the def2-TZVPD basis set", "species": ["In", "N", "O", "O", "O", "B", "H", "H", "H", "H"], "positions_angstrom": [[-2.04683, -1.02678, -0.20928], [2.39421, -2.95232, 2.36318], [2.56366, -2.98223, 3.54445], [3.38241, -3.10418, 1.56973], [1.29755, -2.74754, 1.88464], [-1.56984, 2.56705, -1.89229], [-0.97399, 2.48862, -0.99616], [-1.46139, 3.60572, -2.16366], [-1.05284, 1.90766, -2.57211], [-2.53292, 2.24398, -1.52848]], "nbo_charge": [0.996, 0.697, -0.159, -0.164, -0.244, -0.518, 0.276, 0.082, 0.014, 0.019], "gap_ev": 1.849, "charge": 1, "lumo_ev": -11.1}